{
  "formula": "C18H21N2O",
  "method": "ωB97M-V/def2-TZVPD",
  "homo_lumo_gap_ev": 8.29,
  "e_lumo_ha": -0.1072,
  "smiles": "Cc1ccc(/C=C/[C@@H]([NH2+]NC=O)c2ccc(C)cc2)cc1",
  "total_energy_ev": -24027.096,
  "homo_energy_ha": -0.4120,
  "total_charge": 1,
  "e_above_lowest_kj_mol": 100.8,
  "symbols": ["N", "N", "C", "O", "H", "H", "H", "H", "C", "C", "C", "C", "C", "C", "C", "C", "C", "C", "C", "C", "C", "C", "C", "C", "C", "H", "H", "H", "H", "H", "H", "H", "H", "H", "H", "H", "H", "H", "H", "H", "H", "H"],
  "coordinates": [[2.165, -0.170, 0.069], [3.315, -0.996, 0.378], [4.204, -0.950, -0.646], [4.091, -0.090, -1.525], [1.958, 0.298, 0.954], [2.550, 0.519, -0.617], [3.179, -1.869, 0.874], [5.038, -1.666, -0.542], [0.466, -4.668, 3.991], [0.579, -3.744, 2.816], [1.232, -4.130, 1.644], [1.294, -3.259, 0.556], [0.773, -1.966, 0.675], [1.011, -0.923, -0.389], [-0.104, 0.054, -0.610], [-0.150, 0.932, -1.631], [-1.116, 2.012, -1.729], [-1.244, 2.754, -2.929], [-2.126, 3.817, -3.034], [-2.931, 4.192, -1.949], [-3.862, 5.359, -2.077], [-2.842, 3.453, -0.760], [-1.968, 2.377, -0.652], [0.099, -1.580, 1.838], [-0.001, -2.477, 2.895], [-0.203, -4.226, 4.741], [0.085, -5.654, 3.689], [1.439, -4.832, 4.471], [1.727, -5.104, 1.589], [1.781, -3.554, -0.378], [1.349, -1.350, -1.340], [-0.913, 0.000, 0.120], [0.528, 0.802, -2.485], [-0.629, 2.472, -3.784], [-2.207, 4.387, -3.963], [-4.435, 5.511, -1.156], [-3.305, 6.277, -2.311], [-4.578, 5.211, -2.896], [-3.469, 3.738, 0.090], [-1.917, 1.812, 0.280], [-0.344, -0.585, 1.923], [-0.519, -2.186, 3.809]],
  "forces_ev_per_a": [[2.2723, 0.4212, 2.0249], [-0.1868, 0.6169, -0.5243], [0.7974, 1.5049, -1.5346], [0.3702, -1.5204, 1.1407], [-0.2896, 0.2998, -0.1503], [-0.1621, -0.3314, -0.0329], [-0.5616, 0.1259, 0.1550], [-0.2387, 0.2001, -0.2417], [0.0108, -0.1860, 0.2679], [-0.1130, -0.0166, 0.1114], [0.1518, 0.0986, -0.2793], [0.0952, 0.1637, 0.2705], [-0.6787, -0.1340, -0.1025], [-1.2815, -0.9540, -1.2054], [-0.3288, 0.1434, -0.1356], [-0.0279, -0.7713, 0.2705], [-1.2231, 1.0307, -0.2020], [0.3158, -0.4292, 0.3998], [-0.1665, 0.0729, 0.1925], [0.2356, -0.3092, -0.0671], [-0.2043, 0.2382, -0.0187], [0.0675, -0.0973, -0.1166], [0.4840, -0.1059, -0.4393], [0.1804, -0.2369, 0.1067], [0.0600, 0.1551, -0.1243], [0.1552, -0.3100, -0.1672], [0.0313, 0.2975, 0.1194], [-0.1513, 0.0523, -0.1302], [-0.3476, 0.2535, -0.0307], [-0.1243, -0.0005, 0.2861], [-0.1484, -0.2156, 0.1029], [0.3182, 0.3244, -0.2117], [0.0727, 0.2500, 0.3742], [-0.1024, 0.1188, 0.1702], [0.0974, -0.2620, 0.2547], [0.1473, 0.0471, -0.1963], [-0.1412, -0.2034, 0.1398], [0.1639, -0.0384, 0.1669], [0.2219, -0.1544, -0.2856], [-0.0475, 0.2946, -0.1877], [0.1883, -0.3669, 0.0712], [0.0879, -0.0666, -0.2410]],
  "nbo_charge": [-0.36, -0.46, 0.51, -0.58, 0.44, 0.48, 0.44, 0.18, -0.64, 0.02, -0.20, -0.22, -0.12, -0.10, -0.28, -0.10, -0.16, -0.14, -0.22, 0.03, -0.64, -0.24, -0.10, -0.16, -0.21, 0.23, 0.24, 0.24, 0.23, 0.22, 0.24, 0.22, 0.21, 0.21, 0.23, 0.22, 0.23, 0.23, 0.22, 0.19, 0.21, 0.23]
}